{"formula": "C32H45F21O16", "method": "the ωB97M-V functional and the def2-TZVPD basis", "lumo_energy_ev": 0.38, "smiles": "CCOC(=O)C(F)(F)F.CCOC(=O)C(F)(F)F.CCOC(=O)C(F)(F)F.CCOC(=O)C(F)(F)F.CCOC(=O)C(F)(F)F.CCOC(=O)C(F)(F)F.CCOC(=O)C(F)(F)F.COCCOC", "fmax_ev_per_a": 2.1, "orbital_gap_ev": 10.173, "relative_energy_kcal_mol": 0.00, "species": ["C", "C", "O", "C", "O", "C", "F", "F", "F", "H", "H", "H", "H", "H", "C", "C", "O", "C", "O", "C", "F", "F", "F", "H", "H", "H", "H", "H", "C", "C", "O", "C", "O", "C", "F", "F", "F", "H", "H", "H", "H", "H", "C", "C", "O", "C", "O", "C", "F", "F", "F", "H", "H", "H", "H", "H", "C", "C", "O", "C", "O", "C", "F", "F", "F", "H", "H", "H", "H", "H", "C", "C", "O", "C", "O", "C", "F", "F", "F", "H", "H", "H", "H", "H", "C", "C", "O", "C", "O", "C", "F", "F", "F", "H", "H", "H", "H", "H", "C", "O", "C", "C", "O", "C", "H", "H", "H", "H", "H", "H", "H", "H", "H", "H"], "positions_angstrom": [[8.152, -0.662, -5.499], [6.633, -0.719, -5.404], [6.119, 0.525, -4.936], [4.958, 0.935, -5.421], [4.202, 0.272, -6.067], [4.574, 2.348, -4.953], [3.498, 2.275, -4.172], [5.560, 2.958, -4.303], [4.255, 3.092, -6.023], [8.438, -0.161, -6.419], [8.504, -1.692, -5.590], [8.587, -0.239, -4.597], [6.198, -1.595, -4.925], [6.281, -0.861, -6.435], [0.742, 1.336, -2.251], [0.399, 1.989, -0.933], [-0.630, 1.216, -0.269], [-1.798, 1.751, -0.122], [-2.187, 2.768, -0.623], [-2.681, 0.912, 0.827], [-2.044, 0.876, 2.019], [-3.858, 1.479, 0.998], [-2.833, -0.322, 0.368], [-0.012, 1.413, -3.036], [0.798, 0.256, -2.070], [1.716, 1.618, -2.642], [0.105, 3.027, -1.033], [1.239, 1.835, -0.255], [1.274, 1.481, 3.603], [2.751, 1.322, 3.347], [2.940, 0.459, 2.218], [4.138, 0.498, 1.648], [5.042, 1.211, 1.960], [4.163, -0.425, 0.415], [3.758, 0.280, -0.657], [5.406, -0.855, 0.178], [3.372, -1.488, 0.555], [1.051, 2.320, 4.254], [0.819, 0.567, 3.993], [0.734, 1.617, 2.660], [3.307, 0.913, 4.192], [3.179, 2.313, 3.182], [-7.798, -4.630, 1.996], [-6.406, -5.232, 1.890], [-5.543, -4.428, 1.093], [-5.440, -4.748, -0.177], [-5.816, -5.745, -0.709], [-4.747, -3.631, -0.993], [-3.837, -4.156, -1.808], [-5.683, -3.021, -1.740], [-4.167, -2.713, -0.227], [-7.764, -3.760, 2.650], [-8.506, -5.397, 2.298], [-8.128, -4.272, 1.019], [-6.468, -6.248, 1.489], [-5.950, -5.386, 2.868], [-3.369, -3.488, 4.090], [-4.055, -2.215, 4.509], [-4.691, -1.662, 3.335], [-5.823, -1.016, 3.493], [-6.445, -0.857, 4.502], [-6.334, -0.434, 2.158], [-7.535, -1.013, 1.913], [-6.497, 0.878, 2.219], [-5.528, -0.755, 1.147], [-2.414, -3.323, 3.577], [-3.951, -3.973, 3.302], [-3.141, -4.174, 4.902], [-3.378, -1.448, 4.883], [-4.820, -2.398, 5.263], [3.544, -3.868, -7.385], [2.684, -2.729, -6.880], [2.984, -2.385, -5.537], [2.423, -3.068, -4.556], [1.518, -3.840, -4.651], [3.167, -2.816, -3.225], [2.926, -3.833, -2.390], [4.496, -2.790, -3.436], [2.795, -1.690, -2.620], [3.314, -4.029, -8.444], [3.339, -4.843, -6.935], [4.621, -3.701, -7.354], [1.634, -2.996, -6.987], [2.898, -1.878, -7.523], [-1.081, 5.623, -2.328], [-0.687, 6.226, -3.666], [0.710, 6.005, -4.029], [1.648, 6.573, -3.315], [1.526, 7.116, -2.263], [3.009, 6.455, -4.045], [2.875, 6.426, -5.366], [3.776, 7.508, -3.740], [3.657, 5.356, -3.639], [-2.156, 5.456, -2.416], [-0.871, 6.353, -1.552], [-0.596, 4.681, -2.104], [-0.812, 7.309, -3.718], [-1.225, 5.788, -4.502], [0.064, 0.045, 9.712], [0.401, 0.432, 8.403], [-0.254, -0.343, 7.392], [-1.462, 0.405, 6.859], [-0.998, 1.621, 6.284], [-1.937, 2.139, 5.363], [0.606, -0.855, 10.020], [-1.011, -0.051, 9.885], [0.432, 0.841, 10.367], [-0.469, -1.359, 7.728], [0.511, -0.344, 6.605], [-2.043, 0.692, 7.751], [-2.069, -0.182, 6.168], [-1.529, 3.108, 5.069], [-2.920, 2.301, 5.820], [-2.053, 1.540, 4.453]], "forces_ev_per_a": [[-0.568, -0.688, 0.457], [0.025, -0.655, -1.992], [0.175, 0.677, 0.339], [-0.107, -0.939, 0.489], [-0.147, 0.210, -0.433], [0.278, 0.256, -0.511], [-0.051, 0.030, 0.238], [-0.127, 0.017, 0.133], [0.036, -0.076, 0.130], [0.203, 0.400, 0.234], [0.067, 0.032, 0.052], [0.168, 0.188, -0.162], [0.168, 0.372, 0.860], [-0.129, 0.201, 0.125], [-0.258, -1.135, -0.207], [0.631, -0.532, -0.269], [0.699, -0.566, 0.184], [-1.070, 0.768, -0.417], [-0.191, 0.150, 0.082], [0.758, 0.446, -0.147], [-0.275, -0.316, 0.107], [-0.193, -0.012, 0.075], [-0.060, -0.230, 0.151], [-0.052, 0.515, 0.131], [0.185, 0.071, 0.076], [-0.045, 0.335, 0.095], [-0.042, -0.006, 0.269], [0.096, 0.492, -0.053], [-0.611, -0.824, -0.496], [0.016, 0.841, 0.633], [0.044, -0.187, -0.250], [-0.452, 0.385, 0.161], [0.296, -0.192, -0.063], [0.411, -0.152, -0.115], [-0.078, -0.084, 0.088], [-0.230, 0.097, 0.044], [0.001, 0.102, -0.080], [0.106, -0.066, 0.162], [0.171, 0.113, 0.343], [0.239, 0.339, -0.046], [-0.155, -0.165, 0.023], [0.170, -0.184, -0.443], [0.523, 0.356, -0.475], [-0.684, -1.419, 0.390], [0.115, 0.620, 0.537], [0.299, -0.074, -0.467], [-0.201, -0.189, -0.165], [-0.239, 0.045, 0.022], [0.051, 0.013, -0.005], [0.107, -0.028, 0.049], [0.123, -0.051, -0.042], [-0.358, -0.134, 0.189], [-0.036, 0.142, 0.384], [0.058, -0.085, -0.043], [0.071, 0.248, -0.351], [0.186, 0.531, -0.006], [0.782, -0.192, -0.966], [-0.260, -0.101, 0.281], [0.365, -0.044, -0.243], [-0.163, 0.439, 0.220], [0.003, -0.014, 0.144], [-0.272, -1.089, -0.204], [0.211, 0.354, -0.003], [0.042, 0.071, -0.019], [-0.191, 0.351, -0.021], [-0.045, 0.371, 0.205], [-0.294, -0.206, 0.396], [-0.340, 0.052, 0.161], [0.049, -0.068, 0.030], [-0.006, 0.038, -0.028], [0.063, -0.850, -0.558], [-0.102, -0.634, -1.014], [0.606, 0.542, 0.557], [-0.084, -0.267, -0.527], [-0.120, -0.047, 0.171], [0.183, -0.657, 0.268], [-0.046, 0.251, -0.120], [-0.204, 0.260, 0.090], [0.060, 0.151, -0.182], [-0.074, 0.206, 0.049], [-0.070, 0.235, 0.355], [-0.074, 0.307, 0.286], [-0.046, 0.097, 0.169], [-0.085, 0.405, 0.513], [-0.405, 0.822, -0.543], [0.663, -0.080, -0.078], [-0.279, -0.399, -0.582], [-0.006, -0.075, -0.226], [0.090, 0.380, 0.442], [0.293, 0.404, 0.381], [-0.008, -0.204, -0.156], [-0.101, -0.057, 0.038], [-0.074, -0.168, -0.119], [-0.002, -0.125, 0.432], [-0.053, -0.237, 0.235], [0.065, -0.088, -0.182], [-0.254, -0.049, 0.280], [0.038, -0.116, 0.047], [0.554, 0.558, 0.491], [-0.590, -0.500, -0.053], [1.095, 0.890, -0.484], [0.448, 0.674, 1.256], [-0.414, -0.781, -0.560], [0.298, 0.723, 0.060], [-0.267, -0.243, -0.143], [-0.066, -0.156, -0.123], [-0.139, -0.018, -0.038], [-0.115, -0.016, 0.022], [-0.310, -0.477, -0.147], [-0.429, -0.275, -0.291], [0.061, -0.067, -0.090], [-0.202, 0.015, -0.081], [0.026, -0.067, 0.020], [0.071, -0.234, 0.169]]}